Entry P
DFT (wB97M-V/def2-TZVPD) results for an isolated ion of composition C8H14NO and charge +1.

Results
frontier orbital gap: 8.49 eV
highest occupied orbital energy: -0.4352 Ha
LUMO energy: -3.35 eV
total charge: +1

Each line ends with the Mulliken charge.
Positions of all 24 atoms, in Å:
C: 0.7921 0.2691 1.5025  -0.76
C: 1.4886 -0.0259 2.4484  0.40
C: -0.1104 -0.4961 -2.6126  -0.50
C: -0.8864 -1.3281 -0.3923  -1.17
C: 0.1313 0.9040 -2.0164  -0.69
C: 0.0279 0.6337 0.3809  1.30
C: 2.3998 -0.2134 3.5230  -1.20
C: -1.2537 1.3211 0.5653  -1.02
N: -1.2914 -1.0706 -1.7403  -0.07
O: 0.7456 0.8472 -0.7465  -0.41
H: -0.3748 -0.1577 -3.5460  0.39
H: 0.6692 -1.2119 -2.4342  0.39
H: -0.1122 -2.0192 -0.2188  0.38
H: -1.6407 -1.6705 0.2638  0.48
H: 0.8363 1.3944 -2.5410  0.51
H: -0.8640 1.4091 -1.9823  0.34
H: 2.3559 0.6507 4.2083  0.32
H: 3.4244 -0.3639 3.2155  0.32
H: 2.1784 -1.0463 4.1052  0.34
H: -1.7698 0.6962 1.4254  0.32
H: -2.0811 1.4593 -0.2487  0.29
H: -1.1487 2.4079 0.8311  0.36
H: -2.0381 -0.4011 -1.8686  0.36
H: -1.4782 -1.9880 -2.1215  0.33

***

Entry Q
DFT (wB97M-V/def2-TZVPD) results for an isolated ion of composition C8H14NO and charge +1.

Results
frontier orbital gap (spin up / spin down): 7.72 / 9.21 eV
highest occupied orbital energy (spin up / spin down): -0.4986 / -0.5216 Ha
LUMO energy (spin up / spin down): -5.85 / -4.99 eV
total charge: +1

Each line ends with the Mulliken charge.
Positions of all 24 atoms, in Å:
C: -0.0377 2.1541 0.1367  0.41
C: 0.5101 1.3528 1.3663  -0.54
C: 0.1996 -0.2256 1.2693  -1.63
C: -1.2407 1.7728 -0.5492  -0.34
C: -0.9410 -0.5444 -1.0049  -0.94
C: 0.2239 -0.8293 -0.1303  2.27
C: 0.1200 -2.3891 -0.0375  -1.78
C: 1.5293 -0.4389 -0.7721  -1.79
N: -1.9285 0.4924 -0.3511  0.03
O: 0.4411 3.2549 -0.2415  -0.52
H: 1.5445 1.6089 1.5475  0.33
H: -0.0239 1.7001 2.2539  0.38
H: 0.9856 -0.6380 1.8673  0.47
H: -0.6777 -0.4703 1.8794  0.42
H: -1.5203 2.3673 -1.4117  0.44
H: -1.0038 -0.7609 -2.0534  0.44
H: 1.0767 -2.6896 0.2535  0.49
H: 0.2611 -2.7262 -1.1886  0.37
H: -0.7257 -2.9055 0.2639  0.43
H: 1.5064 0.5035 -1.2206  0.51
H: 1.9745 -1.0316 -1.6024  0.40
H: 2.4504 -0.3895 -0.2107  0.41
H: -1.8780 0.3596 0.6442  0.40
H: -2.8459 0.4725 -0.7082  0.34

***

Least stable of them? entry P.

***

Entry P
DFT (wB97M-V/def2-TZVPD) results for one molecule with the formula C3H2N2O2.

Results
SMILES: [H]/N=C(/C#N)OC=O
frontier orbital gap: 11.32 eV
highest occupied orbital energy: -0.4271 Ha
LUMO energy: -0.30 eV

Each line ends with the Mulliken charge.
Positions of all 9 atoms, in Å:
N: 0.4368 1.0732 1.6133  -0.54
C: 0.3059 0.4321 0.5395  0.56
O: -0.8064 -0.3031 0.2346  -0.31
C: -0.9275 -1.2377 -0.7699  0.25
O: -2.0007 -1.6676 -1.0477  -0.39
C: 1.3066 0.8018 -0.4506  0.21
N: 2.0536 1.4163 -1.0841  -0.34
H: -0.3942 1.0182 2.1935  0.29
H: 0.0260 -1.5333 -1.2285  0.27

***

Entry Q
DFT (wB97M-V/def2-TZVPD) results for one molecule with the formula C3H2N2O2.

Results
frontier orbital gap (spin up / spin down): 8.90 / 8.69 eV
highest occupied orbital energy (spin up / spin down): -0.3991 / -0.3894 Ha
LUMO energy (spin up / spin down): -1.96 / -1.90 eV

Each line ends with the Mulliken charge.
Positions of all 9 atoms, in Å:
C: 1.5306 -0.7526 1.0645  0.39
C: 0.0129 -0.0136 -0.4585  0.14
C: 0.3003 -0.9510 0.4626  -0.41
N: 2.5255 -0.3463 1.4284  -0.36
N: -1.1408 0.0048 -1.2860  -0.27
O: -1.4465 1.8908 -0.2162  -0.36
O: -1.8606 1.0324 -1.0752  0.24
H: 0.5419 0.9791 -0.6094  0.35
H: -0.4634 -1.8435 0.6897  0.27

***

Least stable of them? entry Q.

***

Entry P
DFT (wB97M-V/def2-TZVPD) results for one molecule with the formula C3H2N2O2.

Results
frontier orbital gap: 10.90 eV
highest occupied orbital energy: -0.4082 Ha
LUMO energy: -0.21 eV

Each line ends with the Mulliken charge.
Positions of all 9 atoms, in Å:
O: -1.3904 0.2614 -1.3900  -0.45
C: -1.4752 -0.2582 -0.3192  0.13
C: -0.1361 1.4673 0.8335  0.04
N: 0.9023 1.0367 0.4386  -0.14
C: 1.4691 -0.1362 -0.0284  0.09
N: 0.7680 -1.1985 -0.1624  -0.29
O: -0.5414 -1.0411 0.3166  -0.17
H: -2.3037 -0.1364 0.3972  0.39
H: 2.5297 -0.1535 -0.2752  0.39

***

Entry Q
DFT (wB97M-V/def2-TZVPD) results for a 2-piece molecular cluster, C3H2N2O2 overall.

Results
frontier orbital gap (spin up / spin down): 8.20 / 8.20 eV
highest occupied orbital energy (spin up / spin down): -0.3455 / -0.3454 Ha
LUMO energy (spin up / spin down): -1.20 / -1.20 eV

Each line ends with the Mulliken charge.
Positions of all 9 atoms, in Å:
N: -1.9683 -1.2144 -0.0013  -0.43
C: -1.2950 -0.2166 0.0605  0.76
O: 0.6865 -0.8118 0.2291  -0.60
C: 1.5697 0.0806 -0.0351  0.19
O: 1.3866 1.2881 -0.2524  -0.51
C: -1.1738 1.1546 0.1087  0.02
N: -0.3727 2.0308 0.0583  -0.18
H: -1.4684 -2.0988 -0.0687  0.35
H: 2.6354 -0.2124 -0.0992  0.40

***

Least stable of them? entry Q.